{"formula": "C4H6N2O2", "method": "the ωB97M-V functional and the def2-TZVPD basis", "species": ["O", "O", "N", "N", "C", "C", "C", "C", "H", "H", "H", "H", "H", "H"], "coordinates": [[-0.28712, 1.65830, 0.04146], [0.67944, -1.13867, -0.38163], [0.96543, 1.16867, -0.57528], [2.66303, -0.23459, 0.33072], [1.52364, -0.12744, -0.09066], [-0.93347, 0.54768, 0.39627], [-0.63957, -0.48651, -0.48244], [-2.03380, -0.57512, 0.11370], [1.69803, 1.81037, -0.18436], [3.00511, -1.15462, 0.60515], [-2.26270, -1.12127, 1.01225], [-0.62655, 0.13481, 1.36877], [-2.90228, -0.37667, -0.63871], [-0.84917, -0.10491, -1.51523]], "homo_energy_ev": -9.546, "lumo_ev": 0.93, "orbital_gap_ev": 10.4742, "smiles": "[H]/N=C1/NO[C@H]2C[C@@H]2O1"}